Entry 1:
# C9H11N4O

2 unconnected molecules or ions with the total composition C9H11N4O (wB97M-V/def2-TZVPD, the Open Molecules 2025 dataset).

```
25
Properties=species:S:1:pos:R:3:lowdin_charge:R:1
O 1.52 3.27 0.23 0.079
N -0.27 -1.84 -0.46 0.081
N 1.79 2.74 2.39 0.199
N -1.03 0.10 -2.41 0.104
N -0.36 -0.78 1.58 0.131
C -1.93 -3.59 0.19 0.137
C 0.03 0.48 2.04 0.004
C -1.23 -1.19 -2.47 0.095
C 1.17 0.55 -1.34 0.106
C -1.11 -2.76 -0.01 -0.257
C 0.77 0.34 -0.07 -0.179
C 1.33 2.54 1.18 -0.538
C 0.61 1.23 1.06 -0.079
C 0.10 -0.90 0.30 -0.291
H -0.53 0.58 -3.20 0.177
H -1.51 0.66 -1.72 0.141
H 1.43 1.61 -1.58 0.108
H -0.63 -1.74 -3.18 0.129
H -0.09 0.74 3.08 0.136
H 1.48 -0.28 -2.05 0.124
H -2.06 -1.56 -1.91 0.098
H -0.73 -1.43 2.29 0.186
H 2.13 3.70 2.64 0.167
H -2.54 -4.48 0.46 0.073
H 1.69 1.98 2.97 0.070
```

The frontier orbital gap comes out at 7.90 eV. The spin multiplicity is 1. The calculation puts the highest occupied orbital energy at -12.00 eV. Its total charge is +1.

***

Entry 2:
# C9H11N5

2 unconnected molecules or ions with the total composition C9H11N5 (wB97M-V/def2-TZVPD, the Open Molecules 2025 dataset).

```
25
Properties=species:S:1:pos:R:3:lowdin_charge:R:1
N -0.66 -1.21 -0.46 0.147
N -3.76 -1.86 0.20 -0.037
N 0.32 0.64 -0.01 0.074
N -1.81 2.00 -0.06 0.120
N -3.86 0.51 -0.27 0.104
C -1.11 0.88 0.00 -0.207
C -1.66 -0.35 -0.30 -0.213
C -3.10 1.73 -0.32 -0.167
C 1.68 -1.53 -0.06 -0.075
C -3.05 -0.58 -0.32 -0.285
C 0.44 -0.76 -0.31 -0.371
C 1.52 1.54 0.08 -0.163
C 2.74 0.67 0.35 -0.233
C 2.95 -0.61 -0.63 -0.119
H 1.84 2.23 1.08 0.170
H 2.63 0.26 1.51 0.164
H 3.51 1.36 0.22 0.066
H 3.20 -0.33 -1.53 0.018
H 4.04 -0.88 -0.48 0.115
H 1.51 -2.75 -0.51 0.188
H -4.48 -1.75 1.51 0.235
H -3.04 -2.53 0.86 0.094
H 1.63 2.28 -0.84 0.148
H -3.45 2.74 -0.72 0.124
H 1.97 -1.69 1.01 0.102
```

The frontier orbital gap comes out at 8.45 eV. The spin multiplicity is 1. The calculation puts the highest occupied orbital energy at -8.78 eV.

***

Entry 3:
# C9H11NO2

A molecular structure, C9H11NO2 (wB97M-V/def2-TZVPD, the Open Molecules 2025 dataset).

```
23
Properties=species:S:1:pos:R:3:lowdin_charge:R:1
O -2.52 3.09 -0.21 -0.087
O -3.66 0.63 0.24 -0.141
N 1.90 -1.89 -0.88 -0.046
C 1.89 0.54 0.36 -0.088
C -0.12 1.83 -0.11 0.015
C 0.52 -1.81 -0.14 -0.164
C 2.58 -1.03 0.11 -0.241
C -0.16 -0.51 -0.02 -0.267
C 0.45 0.66 0.10 -0.341
C -1.55 -0.56 -0.10 0.004
C -1.53 1.90 0.03 -0.093
C -2.17 0.62 0.07 -0.232
H -0.21 -2.80 -0.33 0.161
H -3.42 2.46 -0.23 0.144
H 0.82 -1.91 1.15 0.185
H 2.30 1.28 -0.35 0.088
H 1.84 -1.75 -1.91 0.124
H 0.58 2.76 0.09 0.171
H 2.44 0.71 1.70 0.213
H -1.93 -1.61 -0.13 0.132
H 2.52 -1.49 1.14 0.086
H 3.64 -0.85 -0.11 0.089
H -4.23 -0.26 -0.47 0.288
```

The frontier orbital gap comes out at 8.35 eV. The spin multiplicity is 1. The calculation puts the highest occupied orbital energy at -8.43 eV.